Entry 1:
DFT (ωB97M-V with the def2-TZVPD basis set) results for a molecular structure, C3H5O3Ru.

Results
Gap between HOMO and LUMO (spin up / spin down) in Eh: 0.3637 / 0.2305
Relative energy (zero: lowest compared OMol25 entry of this formula, charge and spin) in kJ/mol: 47.3
<S²>: 8.754
Multiplicity: 6
HOMO energy (spin up / spin down) in eV: -20.1 / -20.0
Total energy in Ha: -436.989642
Total charge: +2

The geometry in XYZ format:
```
12
Properties=species:S:1:pos:R:3:lowdin_charge:R:1
H 0.215 3.793 0.275 0.05
O -0.280 0.516 0.571 0.09
C 0.932 0.284 0.068 -0.48
C -1.073 -0.687 0.478 -0.02
O 1.736 1.193 -0.124 -0.10
O 0.966 -0.802 -0.656 0.17
C -0.239 -1.574 -0.459 -0.01
Ru 1.632 3.056 -0.261 1.66
H -2.054 -0.425 0.074 0.16
H -1.174 -1.097 1.488 0.16
H -0.702 -1.725 -1.438 0.16
H 0.041 -2.533 -0.015 0.16
```

---

Entry 2:
DFT (ωB97M-V with the def2-TZVPD basis set) results for a molecular structure, C33H37AlGeN2O6.

Results
Gap between HOMO and LUMO (spin up / spin down) in Eh: 0.1715 / 0.2159
Relative energy (zero: lowest compared OMol25 entry of this formula, charge and spin) in kJ/mol: 34.9
HOMO energy (spin up / spin down) in eV: 0.0 / -1.3
Total energy in Ha: -4160.073739
Total charge: -2

The geometry in XYZ format:
```
80
Properties=species:S:1:pos:R:3:lowdin_charge:R:1
Al -0.628 0.364 0.222 -0.10
O 1.651 -1.975 2.557 0.03
C 0.555 -1.568 2.187 -0.55
O 0.331 -0.927 1.116 0.05
C -0.610 -1.809 3.187 -0.08
C -0.505 -0.700 4.260 -0.27
C -1.270 -1.162 5.526 -0.11
C -2.723 -0.900 5.092 -0.11
C -2.499 -0.430 3.637 -0.26
O -1.318 0.328 3.754 -0.03
C -2.097 -1.657 2.785 -0.09
C -2.455 -1.446 1.298 -0.55
O -3.032 -2.350 0.719 0.06
O -2.219 -0.285 0.816 0.03
H -0.416 -2.793 3.622 0.14
H 0.506 -0.339 4.444 0.16
H -0.987 -0.561 6.391 0.10
H -1.077 -2.211 5.747 0.10
H -3.174 -0.095 5.679 0.10
H -3.357 -1.783 5.148 0.10
H -3.301 0.175 3.214 0.16
H -2.656 -2.549 3.085 0.14
O -0.250 1.733 1.214 -0.01
C 0.042 2.677 2.047 -0.43
C 1.359 2.674 2.765 -0.13
C 2.022 4.066 2.830 -0.21
C 1.631 4.994 1.674 -0.22
C 0.298 5.718 1.897 -0.21
C -0.932 4.838 1.622 -0.23
N -0.966 3.613 2.402 0.01
H 2.001 1.976 2.227 0.12
H 1.248 2.289 3.792 0.10
H 3.108 3.938 2.819 0.09
H 1.770 4.563 3.772 0.09
H 1.584 4.419 0.748 0.12
H 2.414 5.753 1.559 0.09
H 0.249 6.599 1.249 0.09
H 0.259 6.074 2.934 0.10
H -0.954 4.548 0.570 0.11
H -1.843 5.411 1.835 0.10
H -0.917 3.831 3.394 0.10
N -2.811 2.609 -1.049 0.00
H -2.952 2.130 -0.163 -0.01
H -2.636 1.845 -1.701 -0.03
H -1.893 3.034 -0.951 -0.03
C -0.410 0.754 -1.654 -0.22
Ge 0.468 -0.755 -2.404 0.82
C 2.475 -0.735 -2.680 -0.24
C 3.059 -0.555 -3.928 -0.12
C 4.430 -0.461 -4.080 -0.12
C 5.258 -0.543 -2.973 -0.13
C 4.695 -0.697 -1.716 -0.11
C 3.322 -0.782 -1.578 -0.12
C 0.111 -2.669 -1.870 -0.26
C -1.141 -3.192 -2.171 -0.12
C -1.574 -4.394 -1.651 -0.11
C -0.751 -5.112 -0.801 -0.12
C 0.509 -4.620 -0.500 -0.11
C 0.930 -3.414 -1.032 -0.11
C -0.244 -0.949 -4.300 -0.28
C -1.193 -0.042 -4.754 -0.12
C -1.863 -0.219 -5.950 -0.12
C -1.591 -1.332 -6.732 -0.14
C -0.649 -2.253 -6.302 -0.12
C 0.009 -2.056 -5.100 -0.14
H 2.417 -0.484 -4.798 0.08
H 4.862 -0.328 -5.067 0.09
H 6.334 -0.465 -3.090 0.08
H 5.341 -0.746 -0.845 0.09
H 2.892 -0.871 -0.590 0.10
H -1.804 -2.622 -2.811 0.10
H -2.561 -4.769 -1.901 0.09
H -1.102 -6.036 -0.352 0.08
H 1.163 -5.183 0.160 0.09
H 1.908 -3.032 -0.767 0.09
H -1.407 0.812 -4.123 0.07
H -2.611 0.501 -6.273 0.09
H -2.123 -1.489 -7.666 0.08
H -0.441 -3.133 -6.908 0.09
H 0.733 -2.791 -4.767 0.10
```

---

Entry 3:
DFT (ωB97M-V with the def2-TZVPD basis set) results for 2 unconnected molecules or ions with the total composition CH3NOS.

Results
Gap between HOMO and LUMO in Eh: 0.3775
Relative energy (zero: lowest compared OMol25 entry of this formula, charge and spin) in kJ/mol: 384.3
HOMO energy in eV: -9.6
Total energy in Ha: -567.954367

The geometry in XYZ format:
```
7
Properties=species:S:1:pos:R:3:lowdin_charge:R:1
C 0.148 0.591 -0.300 -0.43
N 0.012 0.067 0.956 -0.27
O -1.030 -1.807 -0.538 -0.52
S 0.229 -1.196 -0.184 0.87
H -1.216 0.789 -0.863 0.21
H 1.014 1.204 -0.499 0.06
H 0.843 0.351 1.428 0.07
```

---

Entry 4:
DFT (ωB97M-V with the def2-TZVPD basis set) results for C19H33N5O in the gas phase.

Results
Gap between HOMO and LUMO in Eh: 0.3278
Relative energy (zero: lowest compared OMol25 entry of this formula, charge and spin) in kJ/mol: 0.0
SMILES: CCCN1CCN(CCCNC(=O)Cn2cc3c(n2)CCCC3)CC1
HOMO energy in eV: -8.1
Total energy in Ha: -1092.817937

The geometry in XYZ format:
```
58
Properties=species:S:1:pos:R:3:lowdin_charge:R:1
C -6.479 -0.323 -0.937 -0.11
C -6.177 0.093 0.496 -0.25
C -4.775 -0.349 0.919 -0.22
N -3.746 0.179 0.042 -0.18
C -2.511 -0.579 0.110 -0.18
C -1.541 -0.056 -0.955 -0.17
N -1.231 1.350 -0.803 -0.17
C -0.290 1.665 0.257 -0.20
C 0.544 2.891 -0.126 -0.15
C 1.703 3.136 0.845 -0.18
N 2.652 2.046 0.844 0.06
C 3.651 1.971 -0.049 -0.49
O 4.003 2.862 -0.789 0.06
C 4.376 0.608 -0.006 -0.03
N 3.457 -0.492 -0.040 -0.15
C 3.263 -1.384 -1.034 0.01
C 2.257 -2.234 -0.625 -0.17
C 1.896 -1.766 0.650 -0.25
N 2.625 -0.712 0.986 0.11
C 0.836 -2.384 1.492 -0.12
C 0.547 -3.794 0.971 -0.19
C 0.339 -3.783 -0.544 -0.19
C 1.638 -3.425 -1.272 -0.15
C -2.469 2.104 -0.762 -0.16
C -3.466 1.583 0.282 -0.17
H -5.725 0.088 -1.603 0.06
H -6.464 -1.407 -1.029 0.07
H -7.458 0.037 -1.244 0.07
H -6.899 -0.362 1.178 0.11
H -6.274 1.175 0.590 0.09
H -4.598 -0.060 1.972 0.12
H -4.728 -1.440 0.861 0.12
H -2.734 -1.631 -0.084 0.12
H -2.043 -0.503 1.112 0.12
H -0.611 -0.629 -0.939 0.10
H -2.010 -0.181 -1.936 0.12
H 0.377 0.808 0.374 0.10
H -0.776 1.845 1.229 0.12
H -0.085 3.780 -0.151 0.11
H 0.947 2.737 -1.128 0.12
H 2.244 4.035 0.541 0.12
H 1.329 3.265 1.863 0.12
H 2.401 1.182 1.321 0.10
H 5.050 0.545 -0.861 0.13
H 4.960 0.566 0.920 0.14
H 3.839 -1.354 -1.936 0.13
H 1.152 -2.409 2.537 0.12
H -0.073 -1.777 1.437 0.10
H -0.342 -4.190 1.465 0.11
H 1.387 -4.449 1.212 0.12
H -0.007 -4.763 -0.878 0.11
H -0.433 -3.052 -0.794 0.10
H 1.443 -3.229 -2.329 0.12
H 2.334 -4.269 -1.218 0.12
H -2.245 3.153 -0.568 0.11
H -2.930 2.024 -1.750 0.12
H -4.392 2.152 0.197 0.11
H -3.063 1.740 1.302 0.12
```

---

Entry 5:
DFT (ωB97M-V with the def2-TZVPD basis set) results for C4H9N3S in the gas phase.

Results
Gap between HOMO and LUMO in Eh: 0.3290
Relative energy (zero: lowest compared OMol25 entry of this formula, charge and spin) in kJ/mol: 200.7
SMILES: [H]/N=C\N(C=S)N(C)C
HOMO energy in eV: -8.7
Total energy in Ha: -720.196903

The geometry in XYZ format:
```
17
Properties=species:S:1:pos:R:3:lowdin_charge:R:1
H -0.977 0.440 -1.754 0.03
N -1.443 1.261 -1.334 0.12
C -1.146 1.360 -0.104 -0.24
N -0.280 0.558 0.639 -0.16
C -0.110 0.840 1.962 -0.69
S 0.762 0.068 3.100 0.63
N 0.414 -0.497 0.051 -0.27
C 1.552 -0.149 -0.748 -0.07
C -0.394 -1.617 -0.359 -0.07
H -1.613 2.115 0.526 0.11
H -0.651 1.744 2.251 0.06
H 2.200 0.537 -0.181 0.09
H 1.316 0.274 -1.742 0.08
H 2.105 -1.120 -0.843 0.10
H 0.335 -2.386 -0.608 0.08
H -0.971 -1.478 -1.309 0.08
H -1.099 -1.952 0.451 0.11
```

---

Among the records above, which one has the highest total energy?
C3H5O3Ru